1.
Molecular formula: C3H13NO3
Method: DFT, wB97M-V/def2-TZVPD

```
20
Properties=species:S:1:pos:R:3:nbo_charge:R:1
O 3.352 1.415 -0.065 -0.970
O 1.519 3.999 0.150 -0.963
O 0.879 0.641 -1.396 -0.991
N -0.875 -1.532 -1.459 -0.857
C -1.677 -1.251 -0.341 -0.014
C -1.366 -1.619 0.902 -0.256
C -1.950 -1.186 2.202 -0.645
H 3.779 0.591 -0.246 0.464
H 2.380 3.559 0.173 0.490
H -2.569 -0.661 -0.514 0.194
H -0.273 -2.342 -1.329 0.382
H -1.717 -1.996 2.898 0.215
H 0.424 -0.205 -1.362 0.497
H -1.257 -1.504 -2.394 0.390
H 0.868 3.453 -0.305 0.473
H -2.990 -0.886 2.320 0.221
H 2.486 1.273 -0.481 0.494
H 0.934 0.895 -2.340 0.473
H -1.415 -0.325 2.619 0.222
H -0.533 -2.318 0.968 0.181
```

- ΔE to the lowest compared entry with this formula, charge and spin (kcal per mole) = 19.22
- structure (SMILES) = C/C=C/N.O.O.O
- molar mass (g/mol) = 111.14
- HOMO-LUMO gap (eV) = 9.12
- multiplicity = 1
- LUMO level (eV) = 0.49


2.
Molecular formula: C9H14BrNO3
Method: DFT, wB97M-V/def2-TZVPD

```
28
Properties=species:S:1:pos:R:3:nbo_charge:R:1
Br -0.565 -1.635 -2.341 0.090
O 1.324 -2.094 0.339 -0.530
O 1.420 0.692 -2.816 -0.609
O -1.363 0.389 0.519 -0.528
N 2.917 -0.289 -1.407 -0.818
C -0.605 -0.702 1.183 0.177
C -1.601 -1.925 1.434 -0.620
C 0.084 -0.276 2.563 -0.627
C -1.608 1.319 -1.602 -0.645
C 1.597 -0.018 -1.796 0.637
C -0.606 0.774 -0.550 0.289
C 0.574 -1.061 0.205 0.538
C 0.371 -0.396 -1.057 -0.256
C 0.311 1.951 -0.058 -0.649
H 0.661 2.429 -0.986 0.235
H 3.711 0.263 -1.778 0.425
H -1.049 -2.857 1.729 0.234
H 1.065 0.188 2.396 0.212
H 3.000 -0.696 -0.415 0.409
H -0.666 0.353 3.057 0.232
H -1.171 1.212 -2.615 0.245
H 1.129 1.643 0.501 0.195
H -1.914 2.385 -1.356 0.225
H 0.198 -1.266 3.058 0.228
H -2.304 -1.979 0.625 0.234
H -0.169 2.624 0.605 0.228
H -2.489 0.645 -1.728 0.230
H -2.250 -1.672 2.289 0.217
```

- ΔE to the lowest compared entry with this formula, charge and spin (kcal per mole) = 0.00
- structure (SMILES) = CC1(C)OC(C)(C)[C@@](Br)(C(N)=O)C1=O
- molar mass (g/mol) = 264.12
- HOMO-LUMO gap (eV) = 8.92
- multiplicity = 1
- LUMO level (eV) = -0.97


3.
Molecular formula: C2H4N2O3S
Method: DFT, wB97M-V/def2-TZVPD

```
12
Properties=species:S:1:pos:R:3:nbo_charge:R:1
S 0.729 -0.576 1.512 2.212
O 1.996 2.124 0.307 -0.770
O 0.689 0.303 2.710 -1.053
O 1.982 -1.372 1.409 -1.050
N 0.804 1.799 -1.633 -0.968
N 0.527 0.333 0.130 -0.981
C -0.681 -1.596 1.399 -1.167
C 1.118 1.428 -0.197 0.763
H 1.485 2.407 -2.253 0.342
H 0.506 0.859 -2.046 0.370
H -1.165 -0.975 2.174 0.161
H -0.268 -2.359 2.096 0.141
```

- ΔE to the lowest compared entry with this formula, charge and spin (kcal per mole) = 1.25
- total charge = -2
- structure (SMILES) = C=[S@](=O)([O-])/N=C(/N)[O-]
- molar mass (g/mol) = 136.13
- HOMO-LUMO gap (eV) = 6.09
- multiplicity = 1
- LUMO level (eV) = 6.74


4.
Molecular formula: C4H5NOS
Method: DFT, wB97M-V/def2-TZVPD

```
12
Properties=species:S:1:pos:R:3:nbo_charge:R:1
S 0.274 0.706 -1.791 0.236
O 2.286 2.517 1.119 -0.562
N 1.651 1.564 0.343 -0.176
C 1.121 1.918 -0.740 -0.108
C 0.159 -0.791 -0.735 -0.432
C -2.288 -1.426 0.005 -0.466
C -1.063 -1.108 -0.312 0.123
H -2.866 -1.050 0.877 0.234
H 1.354 2.914 -1.203 0.202
H 1.077 -1.421 -0.739 0.252
H 2.912 2.067 1.672 0.478
H -2.861 -1.926 -0.670 0.219
```

- ΔE to the lowest compared entry with this formula, charge and spin (kcal per mole) = 99.97
- structure (SMILES) = C=C=CS/C=N/O
- molar mass (g/mol) = 115.16
- HOMO-LUMO gap (eV) = 9.72
- multiplicity = 1
- LUMO level (eV) = 0.95


5.
Molecular formula: C6H4O
Method: DFT, wB97M-V/def2-TZVPD

```
11
Properties=species:S:1:pos:R:3:nbo_charge:R:1
O -0.625 -1.002 1.440 -0.476
C -0.270 0.483 -0.390 -0.489
C -1.740 0.530 -0.777 -0.599
C 0.163 -0.452 0.704 0.513
C 1.601 -0.657 0.824 -0.139
C 2.793 -0.819 0.865 -0.111
C 0.562 1.309 -0.982 0.345
H -1.977 1.296 -1.522 0.234
H -2.340 0.723 0.117 0.244
H 3.848 -0.979 0.935 0.244
H -2.015 -0.432 -1.215 0.235
```

- ΔE to the lowest compared entry with this formula, charge and spin (kcal per mole) = 97.83
- molar mass (g/mol) = 92.10
- HOMO-LUMO gap (eV) = 9.75
- multiplicity = 1
- LUMO level (eV) = -0.92


6.
Molecular formula: C6H32NO10
Method: DFT, wB97M-V/def2-TZVPD

```
49
Properties=species:S:1:pos:R:3:nbo_charge:R:1
O 2.464 -1.532 2.015 -0.996
O 2.000 1.421 -2.463 -0.799
O -3.165 1.279 -0.072 -1.065
O -2.202 -0.153 2.106 -1.022
O -3.451 -0.278 -2.036 -1.016
O 2.025 0.548 3.838 -0.904
O 2.542 -2.905 -0.367 -1.011
O -0.786 2.049 2.171 -1.011
O 0.636 3.542 -1.724 -0.996
O -1.026 2.654 -0.205 -1.100
N 0.549 -0.761 -0.788 -0.507
C -1.830 -3.358 -0.203 -0.605
C -0.302 -1.355 0.297 -0.254
C 1.200 0.427 -0.345 -0.290
C 2.433 0.750 -1.276 -0.075
C -0.341 -2.891 0.029 -0.390
C -0.212 -0.448 -2.067 -0.494
H 0.451 0.268 -2.728 0.267
H -0.813 2.319 1.160 0.502
H -0.266 3.088 -1.381 0.522
H 0.096 -1.091 1.253 0.207
H 0.498 1.370 -0.191 0.214
H -2.579 -0.530 -2.210 0.438
H -0.010 -3.394 0.869 0.195
H -2.813 0.923 0.788 0.484
H -2.669 0.027 2.970 0.474
H 1.289 3.499 -1.015 0.464
H -0.115 -1.377 -2.712 0.194
H -2.226 1.947 -0.152 0.494
H 0.337 -3.218 -0.891 0.171
H -1.152 0.089 -2.086 0.202
H 2.115 -2.013 1.188 0.509
H 3.465 -1.652 1.832 0.477
H 1.644 0.016 0.665 0.211
H 2.138 -3.715 -0.755 0.473
H -1.306 -0.885 0.227 0.231
H 1.294 2.195 -2.234 0.499
H -2.394 -3.132 0.673 0.213
H -3.401 0.241 -1.143 0.504
H -1.813 -4.415 -0.216 0.186
H -2.213 -2.905 -1.229 0.221
H 1.890 -2.160 -0.696 0.515
H -1.347 0.499 2.059 0.515
H 0.182 2.160 2.340 0.457
H 2.193 -0.007 3.281 0.451
H 1.200 0.893 3.564 0.451
H 2.796 -0.179 -1.635 0.171
H 3.216 1.246 -0.771 0.152
H -1.511 3.461 -0.017 0.470
```

- ΔE to the lowest compared entry with this formula, charge and spin (kcal per mole) = 108.99
- total charge = -1
- molar mass (g/mol) = 278.32
- HOMO-LUMO gap (eV) = 8.79
- multiplicity = 1
- LUMO level (eV) = 2.75


7.
Molecular formula: C21H31N2O3P
Method: DFT, wB97M-V/def2-TZVPD

```
58
Properties=species:S:1:pos:R:3:nbo_charge:R:1
P -0.029 0.126 -0.133 2.160
O 0.455 -0.221 -1.474 -1.094
O 0.298 2.782 0.006 -0.707
O 0.297 -0.998 0.986 -0.829
N -5.916 1.215 0.086 -0.430
N 6.321 0.648 -0.105 -0.436
C 0.738 -2.282 0.575 -0.069
C -3.897 0.817 -1.179 -0.320
C -4.575 0.959 0.044 0.291
C 4.970 0.873 0.072 0.255
C -1.590 -3.144 -0.038 -0.402
C 2.230 1.415 0.475 -0.120
C 2.866 1.794 -0.699 -0.145
C -3.819 0.831 1.224 -0.305
C 4.206 1.538 -0.896 -0.301
C -6.680 1.312 -1.133 -0.402
C 0.761 1.622 0.650 -0.231
C -2.544 0.563 -1.213 -0.144
C -1.813 0.439 -0.039 -0.537
C 2.975 0.753 1.441 -0.170
C -0.333 -3.344 0.807 -0.416
C 6.905 0.859 -1.408 -0.402
C -1.349 -3.326 -1.531 -0.620
C 7.006 -0.260 0.783 -0.402
C -6.594 1.367 1.349 -0.402
C -2.467 0.581 1.179 -0.147
C 4.314 0.482 1.247 -0.299
H -4.428 0.904 -2.112 0.218
H -0.614 2.637 -0.277 0.478
H 6.802 1.905 -1.700 0.200
H 1.029 -2.242 -0.479 0.207
H -2.292 -3.270 -2.070 0.207
H -7.725 1.492 -0.895 0.209
H -2.345 -3.861 0.296 0.200
H -0.697 -2.547 -1.915 0.225
H -6.166 2.190 1.930 0.196
H 0.502 1.643 1.720 0.190
H -1.986 -2.141 0.143 0.205
H -7.644 1.590 1.174 0.209
H 8.047 -0.346 0.479 0.204
H 4.845 -0.040 2.026 0.208
H 2.498 0.438 2.359 0.209
H -0.609 -3.324 1.864 0.204
H -0.894 -4.294 -1.731 0.196
H 6.989 0.125 1.805 0.198
H -6.618 0.386 -1.714 0.196
H -2.029 0.446 -2.156 0.239
H 1.626 -2.512 1.174 0.184
H 6.444 0.231 -2.181 0.184
H 2.296 2.302 -1.461 0.229
H 4.651 1.852 -1.825 0.212
H 0.108 -4.318 0.587 0.203
H -4.293 0.924 2.188 0.215
H -6.536 0.451 1.946 0.194
H 7.968 0.629 -1.367 0.203
H -6.326 2.139 -1.757 0.196
H 6.561 -1.264 0.780 0.182
H -1.904 0.475 2.095 0.221
```

- ΔE to the lowest compared entry with this formula, charge and spin (kcal per mole) = 0.00
- structure (SMILES) = CCCCO[P@@](=O)(c1ccc(N(C)C)cc1)[C@H](O)c1ccc(N(C)C)cc1
- molar mass (g/mol) = 390.46
- HOMO-LUMO gap (eV) = 7.84
- multiplicity = 1
- LUMO level (eV) = 0.61